i:
# C54H149N13O14

A 14-piece molecular cluster, C54H149N13O14 overall (ωB97M-V/def2-TZVPD, the Open Molecules 2025 dataset).

```
230
C54H149N13O14 | the Open Molecules 2025 dataset | ωB97M-V/def2-TZVPD
O 1.41 5.79 12.15
O 3.97 -12.16 16.28
O -4.70 3.07 22.82
O -8.88 -12.37 18.52
O 6.80 1.12 26.14
O 5.61 -7.56 28.27
O 7.41 2.63 12.47
O 10.64 -8.04 15.71
O 5.37 -3.78 20.18
O 6.13 -13.69 25.75
O -5.10 -0.85 13.70
O -4.19 -3.91 23.13
O 13.96 -6.86 24.25
O -3.57 -10.67 25.74
N 7.56 -12.57 23.25
N -5.04 -14.10 25.97
N 13.72 -9.73 17.00
N 8.03 5.70 10.47
N -2.34 3.72 21.30
N 13.36 -10.11 22.60
N -2.52 -1.62 23.75
N 8.77 -5.53 28.35
N 2.61 -2.72 19.89
N -2.44 0.10 16.08
N -6.72 -11.62 17.02
N 6.21 -14.58 17.88
N 1.94 3.43 13.78
C 11.40 -9.13 16.19
C 13.79 -9.14 23.63
C -3.76 -3.61 24.48
C -1.85 -2.58 25.86
C 6.24 -14.09 15.59
C 3.05 -4.10 20.00
C -5.87 -9.97 18.56
C -5.04 -12.69 25.68
C -6.72 -11.24 18.44
C 5.66 -12.70 24.84
C -2.66 -10.67 24.61
C -5.07 -1.03 12.31
C 5.79 -13.60 16.95
C 7.35 -5.73 28.07
C 1.65 4.73 14.37
C 6.67 -11.81 24.11
C 5.98 -10.78 23.21
C 2.57 -11.94 16.10
C -4.38 -1.36 16.45
C -3.49 4.66 21.43
C 7.07 -5.55 26.59
C -8.19 -11.14 18.83
C -4.08 -0.03 14.25
C 2.45 4.65 15.68
C -3.50 5.42 20.08
C 4.57 -6.74 28.80
C -3.80 -11.97 26.30
C 13.77 -5.48 24.01
C 4.89 0.68 24.71
C 13.68 -7.67 23.13
C -4.80 3.86 21.61
C 1.75 6.90 11.30
C 2.04 5.84 13.43
C 7.71 2.22 13.83
C 7.46 4.36 10.71
C 6.67 -4.01 19.78
C 5.39 0.79 26.16
C 1.90 -4.94 19.33
C -6.42 -12.19 26.11
C 12.92 -8.72 16.27
C 9.35 -8.48 15.26
C 4.39 -4.24 19.32
C 7.89 3.90 12.10
C 6.95 -7.13 28.52
C 13.54 -8.43 14.93
C -3.40 -0.81 15.42
C 4.27 -13.31 17.01
C -2.43 -2.87 24.46
C 6.48 -13.07 27.02
C 8.03 3.45 9.60
C -5.50 -4.40 23.16
C 15.24 -9.57 23.98
C -5.91 2.41 23.07
C -10.24 -12.45 18.96
H -5.65 1.88 23.99
H 7.39 -4.57 26.24
H -1.77 -3.49 23.85
H -4.98 -0.56 16.88
H -10.88 -11.61 18.71
H -3.50 4.74 19.23
H -7.50 -12.25 16.92
H 7.74 -13.47 23.67
H 3.42 -2.14 20.07
H -6.22 -9.21 17.86
H -4.40 6.03 20.04
H 8.98 3.82 12.15
H 1.70 -4.49 18.36
H 3.11 5.75 13.29
H 7.47 3.03 14.52
H 13.10 -9.23 24.47
H -2.70 -9.65 24.23
H 4.56 -5.28 19.02
H 4.87 -12.06 25.22
H 7.29 -11.37 24.89
H 11.22 -9.97 15.52
H -2.87 -1.68 15.03
H -4.12 -1.42 11.95
H 7.20 -12.76 22.33
H 11.08 -9.43 17.19
H 12.36 -9.95 22.55
H 0.57 4.77 14.48
H 1.46 6.85 10.25
H -4.58 0.85 14.66
H -5.60 4.60 21.65
H 2.84 6.94 11.25
H 9.04 5.81 10.41
H 7.25 -4.05 20.71
H 12.72 -7.41 22.68
H 7.68 -7.74 28.01
H 5.63 -15.38 17.67
H -3.26 -1.09 24.19
H 6.56 -13.75 27.87
H 5.61 -14.84 15.11
H 6.39 4.55 10.60
H 7.11 1.38 14.20
H -1.84 -0.28 16.79
H 1.62 3.40 12.83
H -8.19 -10.87 19.89
H 14.13 -4.87 24.85
H 14.49 -5.10 23.29
H 5.58 -0.04 24.27
H 4.93 1.59 26.74
H 1.42 7.84 11.73
H 13.03 -7.58 14.46
H 3.87 -13.17 18.01
H -2.49 -1.88 26.40
H 4.34 -5.90 28.14
H 8.68 -8.98 15.96
H 6.83 -4.94 19.23
H 7.37 -12.45 26.97
H -10.22 -12.62 20.04
H 3.89 0.25 24.69
H 2.95 3.43 13.70
H -6.09 -3.68 23.72
H 7.16 0.75 26.95
H 6.82 -4.97 28.66
H -6.17 -12.02 18.97
H -5.87 -12.14 16.80
H -3.28 5.39 22.21
H 2.50 -11.21 15.30
H -2.98 -11.32 23.80
H 14.46 -7.50 22.38
H 6.70 -10.17 22.66
H -5.04 -14.24 26.97
H 9.12 3.46 9.58
H -7.17 -12.80 25.59
H 8.75 -7.68 14.82
H 1.97 -12.81 15.83
H 5.64 -12.43 27.29
H 7.12 -7.23 29.59
H 12.73 -5.22 23.82
H -8.68 -10.36 18.26
H -0.83 -2.20 25.81
H 14.56 -8.12 15.16
H 3.47 4.99 15.54
H 6.04 -5.81 26.33
H 5.13 -13.25 24.07
H 5.38 -10.13 23.83
H 9.48 -9.17 14.43
H -4.55 -3.11 25.04
H 2.01 -6.01 19.14
H -5.99 -9.53 19.55
H -5.49 -5.40 23.59
H 7.68 6.40 11.10
H 6.38 -13.31 14.84
H -1.63 -10.90 24.91
H -6.80 3.03 23.16
H -1.66 -3.54 26.33
H 5.09 -0.12 26.68
H 2.11 -11.42 16.94
H -4.93 -12.57 24.61
H 9.27 -6.10 27.68
H 15.86 -9.45 23.10
H 8.93 -6.01 29.22
H 4.91 1.60 24.13
H 15.52 -8.89 24.79
H -5.33 -0.10 11.80
H 2.03 5.40 16.35
H 5.28 -11.17 22.47
H 4.37 -3.72 18.37
H -2.91 -1.95 22.87
H -3.37 0.32 13.49
H -2.95 -12.65 26.38
H -5.83 -1.74 11.96
H 6.29 -12.67 17.22
H 7.80 2.41 9.83
H -4.83 -10.15 18.27
H 13.01 -7.78 16.83
H 7.15 -14.83 17.62
H -3.99 -11.75 27.36
H -5.86 -14.53 25.58
H -2.34 3.16 22.13
H -6.12 1.67 22.30
H 15.33 -10.56 24.42
H 2.39 3.67 16.14
H 3.61 -7.25 28.80
H 3.71 -14.12 16.54
H 3.19 -4.27 21.07
H 13.39 -10.99 23.08
H 7.22 -14.55 15.63
H -4.99 -2.01 15.83
H -1.69 0.37 15.45
H -3.84 -1.98 17.16
H 7.83 3.71 8.56
H -3.57 -4.60 24.91
H 1.88 -2.48 20.54
H 13.51 -9.27 14.24
H -4.89 3.27 20.70
H 4.79 -6.38 29.81
H 1.90 6.81 13.91
H 13.23 -9.88 17.87
H 7.68 -6.23 25.99
H -10.75 -13.30 18.50
H 13.58 -10.59 16.49
H -6.66 -11.14 25.97
H 8.76 1.96 13.96
H -5.77 -4.49 22.10
H 7.49 4.63 12.81
H 1.05 -4.86 20.01
H -6.55 -12.35 27.18
H 7.01 -3.21 19.13
H -2.67 6.08 19.87
H -2.69 3.11 20.57
```

Summary:
spin multiplicity = 1
HOMO energy = -9.0 eV
HOMO-LUMO gap = 0.3378 hartree
net charge = 0

Results of the Mulliken charge analysis, in e, for atoms 1 through 6: -0.32, -0.28, -0.28, -0.34, -0.52, -0.31

---

ii:
# C54H149N13O14

A 14-piece molecular cluster, C54H149N13O14 overall (ωB97M-V/def2-TZVPD, the Open Molecules 2025 dataset).

```
230
C54H149N13O14 | the Open Molecules 2025 dataset | ωB97M-V/def2-TZVPD
O 5.16 -0.59 -0.46
O 2.54 -4.38 -3.11
O 1.07 4.97 1.86
O -1.82 6.22 -4.02
O 5.64 0.07 3.94
O -5.46 0.69 -2.04
O -0.29 -7.79 -0.70
O -1.05 0.78 -0.78
O -5.02 -4.19 0.04
O -2.15 1.06 -6.28
O -2.54 2.56 3.03
O 2.65 2.96 -2.55
O -4.10 5.64 -0.96
O 2.01 -2.80 3.53
N -0.03 3.99 -4.03
N 0.01 -1.33 6.28
N 2.75 2.54 3.99
N 8.17 0.42 6.54
N 1.86 -6.64 0.66
N -1.55 -1.11 -4.37
N -6.94 -1.85 0.19
N 4.25 3.32 -4.88
N -0.39 -1.97 -0.36
N -1.98 -5.06 -0.11
N -1.94 -0.37 3.88
N 2.86 -3.48 -0.46
N -6.74 3.22 -1.58
C 4.03 -1.34 -0.77
C -3.92 -3.99 0.95
C 4.75 0.83 -4.80
C 1.26 3.74 2.39
C 1.00 -7.96 -1.31
C 2.58 3.80 3.22
C 1.26 -1.61 5.56
C -3.16 6.45 -4.32
C 8.43 0.31 4.06
C -0.99 0.23 -4.21
C -5.92 -5.16 0.31
C 1.84 -4.06 2.94
C 0.89 6.17 -2.97
C -4.95 0.86 -3.36
C 4.03 -2.65 0.03
C -2.91 -5.13 1.06
C 4.92 0.28 0.68
C -2.09 1.70 -1.11
C -4.22 6.47 0.17
C -0.48 -0.92 0.76
C -1.53 0.10 0.39
C 4.36 -0.53 3.87
C -0.15 5.13 1.27
C 5.30 -3.38 -0.44
C -6.03 4.47 -1.79
C 0.48 0.15 -3.76
C 3.73 3.94 2.30
C -2.08 0.90 4.72
C -4.88 4.45 -0.85
C 3.75 1.98 -4.52
C -0.98 1.05 -5.53
C -0.14 5.03 -2.94
C 7.62 0.73 5.26
C 2.30 -2.39 6.44
C -1.57 5.51 -2.86
C 6.28 -0.04 5.23
C -5.53 0.03 0.75
C 2.09 -3.62 -5.38
C -2.08 -4.94 2.36
C -5.64 -0.64 -1.62
C 2.29 -3.24 -3.93
C -1.26 -8.59 -1.31
C 0.93 -2.59 4.43
C 2.34 2.81 -1.18
C -6.91 5.66 -1.49
C -2.93 2.27 -6.31
C 0.90 -0.38 1.14
C -3.14 1.84 4.10
C 3.44 -7.09 -1.15
C -0.84 1.61 5.04
C 1.97 -6.83 -0.81
C -6.48 -0.54 -0.31
C 3.52 1.91 -2.96
C -3.43 3.40 2.44
H 3.93 -0.92 4.85
H 1.68 -6.00 -1.39
H 2.46 4.70 3.86
H -4.37 -3.79 1.91
H -1.03 -2.74 -0.23
H 1.89 5.84 -2.87
H 4.33 -1.42 3.23
H 5.26 -4.38 -0.06
H -5.39 -6.09 0.29
H -2.46 -0.47 0.15
H 0.48 3.48 3.15
H -1.03 -9.65 -1.34
H 4.02 -2.58 1.14
H -5.50 0.33 -4.10
H -3.67 5.51 -4.31
H -3.68 1.94 -7.02
H 1.86 -2.73 -5.95
H 1.17 -4.02 2.06
H 3.77 -7.91 -0.54
H -7.50 5.53 -0.55
H -5.26 4.26 0.13
H -0.73 -1.02 5.66
H -2.22 4.65 -2.76
H -1.01 5.25 1.94
H 6.17 -2.89 -0.09
H 5.05 0.62 -5.85
H -0.30 -2.14 6.78
H -0.42 4.36 0.54
H 5.64 1.00 -4.24
H 2.45 2.70 4.97
H -3.95 5.82 1.06
H -7.68 5.71 -2.20
H 1.07 -0.70 -4.11
H -3.48 2.44 4.97
H 5.34 -3.37 -1.54
H 0.05 4.50 -2.00
H 2.86 -4.35 0.03
H 3.24 2.38 -0.71
H -2.93 1.12 -1.43
H 0.66 6.75 -3.88
H 0.85 0.19 2.06
H -5.63 4.64 -2.83
H 2.59 -4.01 -2.18
H -2.20 -8.48 -0.78
H -7.34 0.15 -0.46
H -2.39 2.37 -0.29
H 1.29 -4.35 -5.53
H -4.22 3.58 -1.14
H -1.02 -1.84 -4.75
H -2.98 4.25 1.92
H -1.20 2.51 5.49
H 9.14 0.74 6.59
H -1.23 -0.30 3.17
H -5.33 -0.78 1.43
H -4.05 3.87 3.20
H 1.47 2.15 -1.01
H -1.75 0.76 1.20
H 9.41 0.75 4.07
H -2.51 0.54 5.63
H 7.82 0.46 3.21
H -7.78 -2.24 -0.27
H 1.21 0.35 0.36
H 0.66 6.86 -2.14
H -0.34 4.38 -4.93
H -1.52 0.77 -3.44
H -2.72 -5.22 3.24
H -2.83 -0.54 3.52
H -3.33 2.55 -5.34
H 1.44 -8.92 -1.05
H 4.62 3.87 2.93
H -3.58 7.30 -0.07
H 3.85 4.76 1.64
H 3.08 -2.48 -3.86
H -6.35 -5.07 1.31
H 4.01 -6.19 -0.91
H -3.48 -6.07 1.06
H -4.15 2.85 1.78
H 3.55 -7.30 -2.23
H -6.20 -2.53 0.03
H -6.39 6.68 -1.60
H 3.75 2.41 4.14
H -6.18 -1.24 -2.32
H -4.72 -1.24 -1.46
H 1.86 -3.13 7.05
H 0.99 -7.92 -2.45
H -2.40 -1.10 -4.85
H -2.43 -5.33 -0.99
H 4.44 -0.11 -4.26
H 1.61 -1.20 1.21
H 3.08 -2.78 5.88
H -0.30 1.09 5.80
H -3.65 7.11 -3.60
H 1.77 -0.73 5.22
H 3.05 0.95 -2.72
H -0.80 2.06 -5.19
H 3.88 0.50 0.92
H -0.23 1.84 4.17
H 6.49 -1.03 5.47
H 1.00 1.09 -3.97
H -1.31 -5.77 0.13
H -0.74 -1.56 1.60
H 5.44 -0.11 1.57
H 3.78 3.94 -4.22
H 4.40 2.10 -2.45
H 5.39 1.23 0.46
H 2.99 -3.98 -5.95
H 0.89 3.63 -4.07
H 0.72 -3.50 5.02
H -0.18 6.02 0.65
H 7.76 1.03 7.29
H 0.86 -6.72 0.95
H 3.64 0.15 3.44
H -2.29 3.07 -6.63
H 2.82 1.79 -5.04
H -3.95 0.48 -3.42
H 2.80 -4.48 2.58
H 0.02 -2.31 3.87
H -1.36 -8.25 -2.40
H 2.50 -7.25 1.12
H -1.65 6.13 -1.96
H 1.33 -4.74 3.68
H 3.85 3.03 1.68
H 2.67 -1.67 7.22
H 0.41 -0.01 -2.70
H 4.16 -1.64 -1.82
H -4.55 0.34 0.29
H -4.07 1.37 3.66
H -1.26 -5.67 2.40
H -3.23 6.92 -5.26
H -3.40 -3.06 0.60
H -7.60 3.13 -2.18
H 1.28 3.04 1.61
H 5.63 0.36 6.02
H 1.38 -2.81 -3.48
H 8.59 -0.75 4.23
H -0.53 -1.50 -1.18
H 5.21 3.45 -4.80
H -4.93 1.90 -3.62
H -0.18 0.63 -6.18
H -1.59 -3.94 2.40
H -6.67 -5.15 -0.48
H 1.98 -2.95 -0.25
H 3.11 -0.80 -0.52
H -6.27 2.33 -1.72
H 2.23 3.83 -0.78
H -1.70 2.28 -1.95
H 7.37 1.79 5.21
H -5.93 0.88 1.29
H -5.30 6.76 0.33
```

Summary:
spin multiplicity = 1
HOMO energy = -8.4 eV
HOMO-LUMO gap = 0.3311 hartree
net charge = 0

Results of the Mulliken charge analysis, in e, for atoms 1 through 6: -0.51, -0.43, -0.50, -0.44, -0.10, -0.04

---

In terms of stability, ii leads; the second structure lies 244.0 kJ/mol higher.